The following is a quantum chemistry calculation of an isolated ion of composition C3H9N4 and charge +1, from OMol25.

F_max	0.72	eV/Å
structure (SMILES)	C=N/C=[NH+]\NCN
energy above the lowest of the compared OMol25 structures with the same formula, charge and spin	67.2	kcal/mol
LUMO	-4.37	eV
HOMO	-13.9	eV
gap between HOMO and LUMO	9.56	eV
net charge	+1

Each atom is followed by the atoms it is bonded to, with distances in Å.
Atoms and positions in Å:
1 N -0.436 -1.071 -0.261  N2 1.388, C7 1.345, H10 1.013
2 N 0.108 0.164 -0.585  N1 1.388, C5 1.485, H8 1.020
3 N -2.335 -0.005 0.190  C6 1.282, C7 1.270
4 N 2.297 -0.463 0.073  C5 1.432, H9 1.010, H11 1.009
5 C 1.275 0.524 0.260  N2 1.485, N4 1.432, H12 1.093, H15 1.093
6 C -1.914 1.186 -0.030  N3 1.282, H13 1.085, H14 1.086
7 C -1.694 -1.101 0.214  N1 1.345, N3 1.270, H16 1.078
8 H 0.358 0.212 -1.574  N2 1.020
9 H 3.121 -0.129 -0.406  N4 1.010
10 H 0.098 -1.915 -0.432  N1 1.013
11 H 2.561 -0.963 0.909  N4 1.009
12 H 0.917 0.560 1.292  C5 1.093
13 H -1.469 1.775 0.766  C6 1.085
14 H -2.317 1.731 -0.878  C6 1.086
15 H 1.570 1.527 -0.060  C5 1.093
16 H -2.141 -2.031 0.523  C7 1.078